DFT (wB97M-V/def2-TZVPD) results for a molecular structure, C40H35F6HoOP2 at a distorted geometry.

```
85
Properties=species:S:1:pos:R:3:lowdin_spin:R:1
C 0.81 -1.91 -2.35 0.00
C 1.33 -0.62 -2.15 0.00
C 2.72 -0.45 -2.00 0.00
C 3.58 -1.51 -2.25 0.00
C 3.06 -2.76 -2.58 0.00
C 1.68 -2.98 -2.59 0.00
P 0.20 0.73 -1.66 -0.01
C 1.14 2.27 -2.01 0.00
C 1.63 3.08 -0.97 0.00
C 2.42 4.18 -1.31 0.00
C 2.68 4.48 -2.65 0.00
C 2.15 3.69 -3.69 0.00
C 1.37 2.59 -3.36 0.00
Ho -0.55 1.26 0.86 4.03
P 0.09 -1.29 1.33 -0.01
C 1.87 -1.57 1.32 0.00
C 2.35 -2.83 0.93 0.00
C 3.73 -3.06 0.93 0.00
C 4.60 -2.02 1.26 0.00
C 4.12 -0.73 1.55 0.00
C 2.75 -0.50 1.56 0.00
C -0.38 -0.97 3.09 0.00
C -1.66 -0.44 3.38 0.00
C -2.00 -0.22 4.71 0.00
C -1.07 -0.47 5.72 0.00
C 0.22 -0.92 5.43 0.00
C 0.58 -1.15 4.10 0.00
C -0.95 -2.61 0.74 0.00
C -1.94 -2.41 -0.26 0.00
C -2.75 -3.48 -0.62 0.00
C -2.60 -4.71 0.03 0.00
C -1.67 -4.89 1.06 0.00
C -0.85 -3.83 1.43 0.00
C -1.19 0.66 -2.82 0.00
C -1.01 0.05 -4.07 0.00
C -2.07 0.01 -4.98 0.00
C -3.30 0.56 -4.62 0.00
C -3.49 1.13 -3.36 0.00
C -2.45 1.19 -2.45 0.00
H -2.41 -0.28 2.58 0.00
H -3.00 0.13 4.96 0.00
H -1.36 -0.33 6.76 0.00
H 0.94 -1.11 6.23 0.00
H 1.58 -1.47 3.83 0.00
H 1.65 -3.60 0.62 0.00
H 4.11 -4.05 0.67 0.00
H 5.67 -2.20 1.29 0.00
H 4.81 0.08 1.79 0.00
H 2.38 0.52 1.75 0.00
H -2.07 -1.44 -0.74 0.00
H -3.48 -3.34 -1.42 0.00
H -3.23 -5.54 -0.28 0.00
H -1.56 -5.85 1.58 0.00
H -0.13 -3.91 2.25 0.00
H -0.05 -0.39 -4.33 0.00
H -1.91 -0.44 -5.97 0.00
H -4.13 0.55 -5.33 0.00
H -4.46 1.56 -3.09 0.00
H -2.60 1.65 -1.46 0.00
H 1.44 2.84 0.10 0.00
H 2.85 4.79 -0.50 0.00
H 3.31 5.33 -2.89 0.00
H 2.36 3.93 -4.73 0.00
H 0.94 1.96 -4.13 0.00
H 3.11 0.50 -1.65 0.00
H 4.66 -1.36 -2.17 0.00
H 3.73 -3.60 -2.80 0.00
H 1.27 -3.98 -2.80 0.00
H -0.26 -2.09 -2.29 0.00
H 3.82 -5.85 -3.22 0.00
H 3.14 -6.09 -3.42 0.00
C -3.81 3.14 2.60 0.00
C -2.49 3.70 2.17 0.00
O -1.75 2.70 1.50 -0.01
C -2.60 4.83 1.08 0.00
F -3.25 5.96 1.43 0.00
F -1.37 5.20 0.64 0.00
F -3.26 4.31 0.00 0.00
C -1.58 4.15 3.36 0.00
F -2.04 5.15 4.15 0.00
F -1.39 3.06 4.19 0.00
F -0.34 4.51 2.94 0.00
H -4.32 2.74 1.72 0.00
H -4.47 3.84 3.10 0.00
H -3.63 2.29 3.25 0.00
```

Calculated values
HOMO energy (spin up / spin down), eV: -14.175 / -14.169
Lowest unoccupied orbital energy (spin up / spin down), eV: -6.686 / -6.497
Kohn-Sham gap (spin up / spin down), hartree: 0.275 / 0.282
2S+1: 5
Strongest force on any atom, Eh/bohr: 0.03204
Total charge: +2



DFT (wB97M-V/def2-TZVPD) results for 2 unconnected molecules or ions with the total composition C4H9NO3 at a distorted geometry.

```
17
Properties=species:S:1:pos:R:3:nbo_charge:R:1
N 1.90 -1.20 0.28 -0.82
C 1.48 -0.94 -0.97 0.66
O 1.83 -1.60 -1.94 -0.62
C 0.62 0.30 -1.13 -0.54
C -0.62 0.45 -0.27 0.09
C -1.43 -0.70 0.17 -0.11
O -0.59 -0.15 1.17 -0.54
H 2.56 -1.95 0.44 0.41
H 1.61 -0.61 1.05 0.41
H 1.26 1.18 -0.97 0.25
H 0.30 0.34 -2.18 0.26
H -1.24 1.26 -0.65 0.22
H -2.50 -0.52 0.33 0.19
H -1.12 -1.71 -0.14 0.19
O -1.08 2.26 1.64 -0.99
H -1.03 1.19 1.88 0.50
H -1.96 2.39 1.29 0.45
```

Calculated values
HOMO energy, eV: -9.888
Lowest unoccupied orbital energy, eV: 0.673
Structure (SMILES): NC(=O)C[C@H]1CO1.O
Kohn-Sham gap, hartree: 0.388
Strongest force on any atom, Eh/bohr: 0.07575
Total charge: 0



DFT (wB97M-V/def2-TZVPD) results for a molecular structure, C42H35CoN6O3 at a distorted geometry.

```
87
Properties=species:S:1:pos:R:3:lowdin_spin:R:1
Co 0.44 -0.18 0.15 2.64
C 1.80 -1.18 4.17 0.00
O 2.96 -1.17 3.30 0.00
C 2.46 -1.15 2.03 0.01
N 1.17 -0.89 1.88 0.04
C 0.58 -0.90 3.25 0.01
C -0.33 0.29 3.65 0.00
C -0.25 1.59 3.07 0.00
C -0.93 2.68 3.56 0.00
C -1.68 2.58 4.76 0.00
C -1.80 1.30 5.29 0.00
C -1.14 0.16 4.77 0.00
C 3.42 -1.59 1.04 0.01
C 4.69 -1.08 0.93 0.00
C 5.38 -1.35 -0.29 0.00
C 4.65 -1.66 -1.41 0.00
C 3.30 -1.95 -1.25 0.00
N 2.93 -2.47 0.04 0.00
C 2.29 -1.26 -2.00 0.01
N 1.12 -0.91 -1.60 0.04
C 0.48 -0.26 -2.82 0.00
C 1.69 0.20 -3.65 0.00
O 2.75 -0.75 -3.18 0.01
C -0.36 -1.26 -3.55 0.00
C -0.59 -2.62 -3.20 0.00
C -1.53 -3.36 -3.91 0.00
C -2.34 -2.82 -4.86 0.00
C -2.10 -1.49 -5.23 0.00
C -1.14 -0.72 -4.58 0.00
H 1.93 -0.37 4.88 0.00
H 1.65 -2.16 4.71 0.00
H -0.08 -1.76 3.32 0.00
H 0.35 1.68 2.15 0.00
H -0.92 3.65 3.01 0.00
H -2.22 3.44 5.17 0.00
H -2.43 1.10 6.17 0.00
H -1.29 -0.83 5.24 0.00
H 5.15 -0.57 1.75 0.00
H 6.42 -1.02 -0.38 0.00
H 5.08 -1.67 -2.40 0.00
H -0.17 0.56 -2.54 0.00
H 2.02 1.22 -3.33 0.00
H 1.52 0.13 -4.74 0.00
H 0.06 -3.18 -2.52 0.00
H -1.71 -4.40 -3.71 0.00
H -3.08 -3.40 -5.40 0.00
H -2.68 -1.08 -6.06 0.00
H -0.91 0.27 -4.91 0.00
N -6.46 7.15 -1.47 0.03
C -5.78 6.32 -1.08 0.01
C -4.92 5.29 -0.73 0.04
C -5.23 3.95 -0.87 -0.01
C -4.26 2.94 -0.66 0.05
C -2.95 3.28 -0.27 0.02
C -2.66 4.68 -0.01 0.04
C -3.59 5.66 -0.32 -0.01
C -1.92 2.24 -0.06 0.26
C -2.26 1.00 0.49 0.02
C -3.47 0.62 1.17 0.11
C -3.36 -0.73 1.43 0.03
C -2.15 -1.19 0.93 0.13
N -1.50 -0.19 0.32 0.11
C -0.56 2.51 -0.49 0.01
C -0.11 3.71 -1.06 0.11
C 1.29 3.56 -1.28 0.02
C 1.66 2.32 -0.76 0.10
N 0.57 1.64 -0.28 0.10
H -6.28 3.70 -1.25 0.00
H -4.55 1.90 -0.80 0.00
H -1.73 4.94 0.38 0.00
H -3.36 6.71 -0.35 0.00
H -4.32 1.24 1.38 0.01
H -4.10 -1.36 1.92 0.00
H -1.76 -2.21 0.93 0.01
H -0.73 4.59 -1.30 0.01
H 1.95 4.22 -1.79 0.00
H 2.64 1.90 -0.77 0.01
C 4.06 -5.25 2.00 0.00
O 3.03 -4.23 1.56 0.00
C 2.97 -3.86 0.30 0.00
C 2.70 -4.83 -0.79 0.00
H 4.74 -5.42 1.09 0.00
H 3.49 -6.18 2.15 0.00
H 4.51 -4.87 2.90 0.00
H 3.05 -4.42 -1.76 0.00
H 1.63 -4.93 -0.89 0.00
H 3.17 -5.82 -0.64 0.00
```

Calculated values
HOMO energy (spin up / spin down), eV: -4.757 / -6.591
Lowest unoccupied orbital energy (spin up / spin down), eV: -1.365 / -1.367
Kohn-Sham gap (spin up / spin down), hartree: 0.125 / 0.192
2S+1: 5
Strongest force on any atom, Eh/bohr: 0.07058
Total charge: 0



DFT (wB97M-V/def2-TZVPD) results for a gas-phase ion, C5H3O6S (charge -1) at a distorted geometry.

```
15
Properties=species:S:1:pos:R:3:nbo_charge:R:1
C 1.17 -1.56 -0.74 0.07
C 0.31 1.29 0.30 -0.52
C 1.77 -0.45 -1.20 0.60
C -0.04 1.06 -1.03 0.60
C 0.46 -2.40 0.00 -0.43
O -2.14 1.75 0.83 -0.91
O 2.95 -0.19 -1.16 -0.51
O -1.04 1.79 -1.40 -0.71
O -0.61 1.55 2.77 -0.95
O -1.11 -0.52 1.58 -0.99
O 0.70 0.43 -1.85 -0.51
S -0.97 0.95 1.52 2.29
H -1.88 1.73 -0.14 0.51
H 0.19 -2.20 0.99 0.26
H 0.25 -3.24 -0.48 0.20
```

Calculated values
HOMO energy (spin up / spin down), eV: -4.191 / -4.864
Lowest unoccupied orbital energy (spin up / spin down), eV: 1.291 / 3.271
Kohn-Sham gap (spin up / spin down), hartree: 0.201 / 0.299
Strongest force on any atom, Eh/bohr: 0.09429
Total charge: -1



DFT (wB97M-V/def2-TZVPD) results for a molecular structure, C33H57N3NiO5Si at a distorted geometry.

```
100
Properties=species:S:1:pos:R:3:lowdin_spin:R:1
O -0.89 2.21 -2.88 0.00
O 1.65 1.81 -2.63 0.00
C -2.10 1.65 -3.39 0.00
C -2.98 0.93 -2.39 0.00
H -1.77 0.96 -4.18 0.00
H -2.68 2.46 -3.87 0.00
H -2.47 0.61 -1.48 0.00
H -3.41 0.03 -2.86 0.00
H -3.83 1.56 -2.11 0.00
C -1.04 3.05 -1.71 0.00
C -0.36 4.37 -1.91 0.00
H -0.58 2.51 -0.86 0.00
H -2.11 3.19 -1.49 0.00
H 0.72 4.25 -2.09 0.00
H -0.49 4.98 -1.02 0.00
H -0.80 4.91 -2.76 0.00
C 2.89 2.14 -1.96 0.00
C 1.75 1.90 -4.07 0.00
C 2.57 2.56 -0.56 0.00
H 3.38 2.95 -2.52 0.00
H 3.55 1.26 -2.00 0.00
H 2.15 3.57 -0.54 0.00
H 3.48 2.55 0.04 0.00
H 1.84 1.89 -0.09 0.00
C 1.52 3.30 -4.55 0.00
H 1.01 1.21 -4.48 0.00
H 2.76 1.55 -4.37 0.00
H 0.49 3.60 -4.33 0.00
H 1.67 3.35 -5.63 0.00
H 2.21 4.01 -4.08 0.00
H 0.61 0.95 -1.95 0.00
N -1.97 -0.84 2.03 -0.01
C -1.78 -1.25 3.30 0.00
C -0.68 -1.93 3.79 0.02
C 0.68 -1.89 3.41 0.00
C -2.91 -0.94 4.23 0.00
H -3.78 -1.59 4.02 0.00
H -3.23 0.11 4.17 0.00
H -2.60 -1.15 5.26 0.00
C 1.73 -2.25 4.42 0.00
H 2.42 -1.41 4.60 0.00
H 2.34 -3.11 4.09 0.00
H 1.24 -2.50 5.36 0.00
N 1.09 -1.56 2.18 0.03
C -2.99 0.10 1.65 0.00
C -4.11 -0.35 0.93 0.00
C -4.35 -1.79 0.69 0.01
C -4.99 0.62 0.46 0.00
H -5.87 0.29 -0.10 0.00
C -4.74 1.98 0.67 0.00
H -5.44 2.72 0.27 0.00
C -3.62 2.39 1.39 0.00
H -3.42 3.45 1.55 0.00
C -2.75 1.45 1.92 0.00
C -1.57 1.86 2.75 0.00
C 2.47 -1.45 1.82 0.00
C 3.16 -2.59 1.33 0.02
C 2.54 -3.95 1.37 0.00
C 4.43 -2.40 0.79 0.00
H 4.95 -3.27 0.37 0.00
C 5.04 -1.15 0.81 0.02
H 6.03 -1.02 0.38 0.00
C 4.40 -0.06 1.41 0.00
H 4.90 0.91 1.48 0.00
C 3.13 -0.21 1.96 0.02
C 2.44 0.93 2.65 0.00
Ni 0.32 -1.22 0.55 0.87
H -5.20 -1.92 0.00 0.00
H -4.59 -2.35 1.61 0.01
H -3.47 -2.27 0.25 0.00
H -0.78 1.10 2.72 0.00
H -1.85 2.01 3.81 0.00
H -1.15 2.81 2.38 0.00
H 3.26 -4.67 0.94 0.00
H 1.61 -4.02 0.79 0.00
H 2.32 -4.28 2.39 0.00
H 2.09 0.66 3.66 0.00
H 1.56 1.29 2.10 0.00
H 3.12 1.78 2.76 0.00
H -0.88 -2.46 4.72 0.00
C 0.31 -0.05 -1.16 0.01
Si 0.85 -1.55 -2.21 0.00
H 0.94 0.30 -0.30 0.00
H -0.76 0.16 -1.03 0.00
C 0.04 -1.43 -3.92 0.00
C 0.40 -3.26 -1.54 0.00
C 2.72 -1.51 -2.45 0.00
H 3.06 -2.49 -2.81 0.00
H 3.25 -1.29 -1.51 0.00
H 3.01 -0.75 -3.19 0.00
H -0.89 -2.02 -3.93 0.00
H 0.72 -1.85 -4.68 0.00
H -0.20 -0.40 -4.21 0.00
H -0.41 -3.26 -0.78 0.00
H 1.28 -3.75 -1.11 0.00
H 0.06 -3.86 -2.39 0.00
O -2.42 -4.14 2.42 0.34
N -3.40 -4.49 3.10 0.35
O -4.35 -3.74 3.37 0.24
O -1.48 -1.53 1.00 0.06
```

Calculated values
HOMO energy (spin up / spin down), eV: -6.442 / -6.492
Lowest unoccupied orbital energy (spin up / spin down), eV: -0.054 / -2.409
Kohn-Sham gap (spin up / spin down), hartree: 0.235 / 0.150
2S+1: 3
Strongest force on any atom, Eh/bohr: 0.09580
Total charge: 0



Among the records above, which one has the lowest strongest force on any atom?
C40H35F6HoOP2



Among the records above, which one has the highest total charge?
C40H35F6HoOP2



Among the records above, which one has the highest total charge?
C40H35F6HoOP2